(P)
Computed, not measured: CH2O2S in the gas phase, with ωB97M-V with the def2-TZVPD basis set.

- E_LUMO (spin up / spin down): -0.05250 / -0.05249 hartree
- HOMO-LUMO gap (spin up / spin down): 9.0 / 9.0 eV
- SMILES: C=S(=O)=O
- E_HOMO (spin up / spin down): -10.465 / -10.465 eV

Last columns: bonded neighbours and bond lengths (Å).
Element x y z (Å)
1 C -0.837 -0.016 0.169  S4 1.633, H5 1.108, H6 1.166
2 O 1.430 -1.210 0.121  S4 1.469
3 O 1.520 1.312 0.112  S4 1.465
4 S 0.767 0.078 -0.124  C1 1.633, O2 1.469, O3 1.465
5 H -1.548 0.816 -0.011  C1 1.108
6 H -1.331 -0.979 -0.267  C1 1.166

Charges computed using Mulliken, reported in e: -0.469 -0.466 -0.482 0.847 0.311 0.258

=====

(Q)
Computed, not measured: CH2O2S in the gas phase, with ωB97M-V with the def2-TZVPD basis set.

- E_LUMO: 0.01191 hartree
- HOMO-LUMO gap: 10.6 eV
- SMILES: O=C(O)S
- E_HOMO: -10.231 eV

Last columns: bonded neighbours and bond lengths (Å).
Element x y z (Å)
1 C 0.148 0.109 0.483  O4 1.401, O5 1.249, S6 1.691
2 H 0.568 -1.679 -1.294  S6 1.463
3 H -0.735 1.782 -0.375  O4 1.036
4 O -0.214 0.916 -0.603  C1 1.401, H3 1.036
5 O 0.108 0.408 1.695  C1 1.249
6 S 0.125 -1.536 0.093  C1 1.691, H2 1.463

Charges computed using Mulliken, reported in e: 0.661 0.178 0.352 -0.478 -0.490 -0.223

=====

(R)
Computed, not measured: a 2-piece molecular cluster, CH2O2S overall, with ωB97M-V with the def2-TZVPD basis set.

- E_LUMO: -0.03402 hartree
- HOMO-LUMO gap: 9.0 eV
- SMILES: O=S1#CO1.[H][H]
- E_HOMO: -9.886 eV

Last columns: bonded neighbours and bond lengths (Å).
Element x y z (Å)
1 C 0.952 -0.076 -0.301  O3 1.296, S4 1.750
2 O 0.306 -1.966 1.676  S4 1.410
3 O -0.144 -0.556 -0.797  C1 1.296, S4 1.806
4 S 0.687 -1.679 0.348  C1 1.750, O2 1.410, O3 1.806
5 H -1.006 2.042 -0.148  H6 0.692
6 H -0.795 2.236 -0.778  H5 0.692

Charges computed using Mulliken, reported in e: 0.032 -0.399 -0.098 0.465 -0.035 0.034

=====

(S)
Computed, not measured: a 2-piece molecular cluster, CH2O2S overall, with ωB97M-V with the def2-TZVPD basis set.

- E_LUMO: -0.02125 hartree
- HOMO-LUMO gap: 9.4 eV
- E_HOMO: -9.952 eV

Last columns: bonded neighbours and bond lengths (Å).
Element x y z (Å)
1 C -2.042 -0.609 0.284  S4 1.525
2 O 1.254 0.036 -0.129  O3 1.438, H6 0.985
3 O 0.344 1.043 0.347  O2 1.438, H5 1.009
4 S -1.283 -1.267 -0.864  C1 1.525
5 H -0.424 0.389 0.320  O3 1.009
6 H 2.151 0.407 0.041  O2 0.985

Charges computed using Mulliken, reported in e: -0.092 -0.367 -0.246 0.001 0.405 0.299

=====

The winner here is (Q), beating the second structure by 217.1 kJ/mol.

=====

(P)
Computed, not measured: C5H3NO3 in the gas phase, with ωB97M-V with the def2-TZVPD basis set.

- E_LUMO: -0.05167 hartree
- HOMO-LUMO gap: 9.2 eV
- SMILES: N#C[C@H]1O[C@H]1C(=O)C=O
- E_HOMO: -10.621 eV

Last columns: bonded neighbours and bond lengths (Å).
Element x y z (Å)
1 C 1.959 -0.660 0.055  C2 1.465, H6 1.071, O10 1.249
2 C 0.645 -0.286 0.584  C1 1.465, C3 1.485, O11 1.242
3 C -0.031 0.994 0.254  C2 1.485, C4 1.575, H7 1.187, O12 1.418
4 C -1.342 0.638 -0.543  C3 1.575, C5 1.464, H8 1.128, O12 1.459
5 C -1.759 -0.765 -0.520  C4 1.464, N9 1.212
6 H 2.325 -1.520 0.580  C1 1.071
7 H 0.624 1.968 0.080  C3 1.187
8 H -1.742 1.388 -1.284  C4 1.128
9 N -2.087 -1.926 -0.408  C5 1.212
10 O 2.533 -0.013 -0.846  C1 1.249
11 O 0.193 -1.178 1.321  C2 1.242
12 O -1.318 1.358 0.726  C3 1.418, C4 1.459

Atom charges from the Mulliken analysis, given in e for atoms 1 to 6: -0.099 0.387 0.194 0.015 0.104 0.407

=====

(Q)
Computed, not measured: C5H3NO3 in the gas phase, with ωB97M-V with the def2-TZVPD basis set.

- E_LUMO: -0.06371 hartree
- HOMO-LUMO gap: 8.3 eV
- SMILES: C=C1NC(=O)C(=O)C1=O
- E_HOMO: -10.007 eV

Last columns: bonded neighbours and bond lengths (Å).
Element x y z (Å)
1 C -2.485 -1.017 0.047  C2 1.358, H6 1.101, H7 1.089
2 C -1.200 -0.590 -0.054  C1 1.358, C5 1.504, N9 1.493
3 C 1.216 -0.695 0.023  C4 1.554, N9 1.395, O10 1.233
4 C 0.816 0.801 -0.114  C3 1.554, C5 1.521, O11 1.182
5 C -0.704 0.830 -0.081  C2 1.504, C4 1.521, O12 1.210
6 H -2.807 -2.067 -0.016  C1 1.101
7 H -3.300 -0.297 0.097  C1 1.089
8 H 0.097 -2.407 -0.178  N9 0.988
9 N 0.037 -1.421 -0.144  C2 1.493, C3 1.395, H8 0.988
10 O 2.325 -1.206 0.195  C3 1.233
11 O 1.533 1.740 -0.090  C4 1.182
12 O -1.371 1.808 0.167  C5 1.210

Atom charges from the Mulliken analysis, given in e for atoms 1 to 6: -0.922 0.239 0.299 0.440 0.729 0.286

=====

The winner here is (Q), beating the second structure by 259.6 kJ/mol.

=====

(P)
Computed, not measured: a 2-piece molecular cluster, C2H9N5 overall, with ωB97M-V with the def2-TZVPD basis set.

- E_LUMO: -0.38357 hartree
- Net charge: +2
- HOMO-LUMO gap: 7.9 eV
- E_HOMO: -18.308 eV

Last columns: bonded neighbours and bond lengths (Å).
Element x y z (Å)
1 C 1.270 -0.717 0.022  N3 1.167, N5 1.281
2 C -1.814 0.908 -0.938  N4 1.330, H8 1.135, H9 1.056, H10 1.117
3 N 1.950 0.217 0.184  C1 1.167, N6 1.259
4 N -1.196 0.006 -0.181  C2 1.330, N7 1.267
5 N 0.959 -1.940 -0.202  C1 1.281, H11 1.029, H12 1.022
6 N 2.620 1.270 0.347  N3 1.259, H13 1.025, H14 1.039
7 N -1.658 -0.445 0.910  N4 1.267, H15 0.998, H16 1.086
8 H -2.300 0.322 -1.781  C2 1.135
9 H -2.622 1.411 -0.481  C2 1.056
10 H -1.087 1.703 -1.230  C2 1.117
11 H 0.075 -2.245 -0.629  N5 1.029
12 H 1.507 -2.711 0.187  N5 1.022
13 H 2.738 1.667 1.285  N6 1.025
14 H 3.236 1.707 -0.366  N6 1.039
15 H -1.027 -0.871 1.555  N7 0.998
16 H -2.651 -0.282 1.318  N7 1.086

Atom charges from the Mulliken analysis, given in e for atoms 1 to 6: 0.433 -0.731 0.609 0.163 -0.344 -0.767

=====

(Q)
Computed, not measured: an isolated ion of composition C2H9N5 and charge +2, with ωB97M-V with the def2-TZVPD basis set.

- E_LUMO (spin up / spin down): -0.42963 / -0.43148 hartree
- Net charge: +2
- HOMO-LUMO gap (spin up / spin down): 7.2 / 7.1 eV
- E_HOMO (spin up / spin down): -18.926 / -18.835 eV

Last columns: bonded neighbours and bond lengths (Å).
Element x y z (Å)
1 C 0.083 -0.830 1.261  N3 1.236, N4 1.393, H8 1.184
2 C 0.796 1.243 -0.800  N7 1.445, H9 1.076, H10 1.023, H11 1.052
3 N -0.396 0.113 1.900  C1 1.236, N6 1.259
4 N -0.053 -1.061 -0.106  C1 1.393, N5 1.272, N7 1.483
5 N -0.148 -2.241 -0.573  N4 1.272, H12 1.099, H13 1.040
6 N -1.313 0.976 1.885  N3 1.259, H14 1.016, H15 1.025
7 N 0.251 -0.049 -1.147  C2 1.445, N4 1.483, H16 0.987
8 H 0.744 -1.710 1.698  C1 1.184
9 H 1.608 1.155 -0.100  C2 1.076
10 H 1.145 1.607 -1.689  C2 1.023
11 H -0.015 1.814 -0.450  C2 1.052
12 H -0.475 -3.057 0.086  N5 1.099
13 H 0.143 -2.559 -1.519  N5 1.040
14 H -1.072 1.610 2.641  N6 1.016
15 H -2.201 1.055 1.380  N6 1.025
16 H 0.249 -0.293 -2.104  N7 0.987

Atom charges from the Mulliken analysis, given in e for atoms 1 to 6: -0.021 -0.795 0.070 0.874 -0.682 -0.216

=====

The winner here is (P), beating the second structure by 230.1 kJ/mol.

=====

(P)
Computed, not measured: a 2-piece molecular cluster, C4H8BrN overall, with ωB97M-V with the def2-TZVPD basis set.

- E_LUMO (spin up / spin down): -0.02634 / 0.00862 hartree
- HOMO-LUMO gap (spin up / spin down): 8.0 / 8.4 eV
- E_HOMO (spin up / spin down): -8.674 / -8.140 eV

Last columns: bonded neighbours and bond lengths (Å).
Element x y z (Å)
1 C 0.064 -0.589 -1.104  C4 1.411, N5 1.283, H7 1.099
2 C -0.585 2.030 -0.089  H8 1.069, H9 1.070, H10 1.069
3 C 0.364 -1.117 1.371  C4 1.478, H11 1.092, H12 1.093, H13 1.089
4 C 0.795 -0.500 0.099  C1 1.411, C3 1.478, Br6 1.883
5 N -1.051 -1.222 -1.128  C1 1.283, H14 1.016
6 Br 2.522 0.249 0.047  C4 1.883
7 H 0.530 -0.110 -1.976  C1 1.099
8 H -1.513 1.554 0.144  C2 1.069
9 H -0.396 2.320 -1.102  C2 1.070
10 H 0.013 2.435 0.698  C2 1.069
11 H 1.158 -1.744 1.783  C3 1.092
12 H 0.123 -0.362 2.124  C3 1.093
13 H -0.523 -1.716 1.172  C3 1.089
14 H -1.502 -1.228 -2.038  N5 1.016

Atom charges from the Mulliken analysis, given in e for atoms 1 to 6: -0.153 -0.995 -1.032 0.232 -0.640 -0.082

=====

(Q)
Computed, not measured: a 2-piece molecular cluster, C4H8BrN overall, with ωB97M-V with the def2-TZVPD basis set.

- E_LUMO (spin up / spin down): 0.00608 / 0.01576 hartree
- HOMO-LUMO gap (spin up / spin down): 7.4 / 8.4 eV
- E_HOMO (spin up / spin down): -7.207 / -7.940 eV

Last columns: bonded neighbours and bond lengths (Å).
Element x y z (Å)
1 C 1.388 0.014 0.746  N5 1.180, H7 1.071
2 C -1.553 1.842 0.241  C4 1.501, H8 1.144, H9 1.130, H10 1.102
3 C 1.139 -2.208 -0.208  N5 1.415, H11 1.083, H12 1.119, H13 1.110
4 C -0.990 0.607 -0.399  C2 1.501, Br6 2.023, H14 1.119
5 N 1.619 -1.129 0.571  C1 1.180, C3 1.415
6 Br -2.128 -1.002 0.060  C4 2.023
7 H 1.849 0.706 1.421  C1 1.071
8 H -1.197 1.766 1.326  C2 1.144
9 H -2.680 1.922 0.218  C2 1.130
10 H -1.147 2.753 -0.228  C2 1.102
11 H 0.381 -2.668 0.414  C3 1.083
12 H 2.023 -2.863 -0.414  C3 1.119
13 H 0.568 -1.753 -1.044  C3 1.110
14 H -0.829 0.667 -1.505  C4 1.119

Atom charges from the Mulliken analysis, given in e for atoms 1 to 6: -0.020 -0.913 -0.642 -0.303 -0.193 -0.211

=====

The winner here is (P), beating the second structure by 94.9 kJ/mol.

=====

(P)
Computed, not measured: CH4O3S in the gas phase, with ωB97M-V with the def2-TZVPD basis set.

- E_LUMO: 0.02238 hartree
- HOMO-LUMO gap: 10.4 eV
- E_HOMO: -9.814 eV

Last columns: bonded neighbours and bond lengths (Å).
Element x y z (Å)
1 C -0.793 -1.037 -0.119  S5 1.751, H6 1.103, H7 1.096, H8 1.151
2 O 0.290 1.157 -1.381  S5 1.554
3 O 1.356 1.659 0.944  O4 1.416, H9 1.092
4 O 0.852 0.337 0.909  O3 1.416, S5 1.662
5 S 0.633 -0.175 -0.658  C1 1.751, O2 1.554, O4 1.662
6 H -0.448 -1.562 0.788  C1 1.103
7 H -1.015 -1.834 -0.838  C1 1.096
8 H -1.730 -0.538 0.325  C1 1.151
9 H 0.856 1.993 0.031  O3 1.092

Atom charges from the Mulliken analysis, given in e for atoms 1 to 6: -0.762 -0.651 -0.374 -0.179 0.590 0.310

=====

(Q)
Computed, not measured: CH4O3S in the gas phase, with ωB97M-V with the def2-TZVPD basis set.

- E_LUMO: 0.01915 hartree
- HOMO-LUMO gap: 10.0 eV
- SMILES: OC(O)(O)S
- E_HOMO: -9.501 eV

Last columns: bonded neighbours and bond lengths (Å).
Element x y z (Å)
1 C 0.147 -0.175 -0.122  O2 1.341, O3 1.347, O4 1.416, S5 1.858
2 O 0.673 0.965 -0.593  C1 1.341, H6 0.922
3 O 0.504 -1.255 -0.844  C1 1.347, H7 0.963
4 O 0.715 -0.293 1.170  C1 1.416, H8 0.966
5 S -1.700 0.034 -0.127  C1 1.858, H9 1.427
6 H 0.373 1.230 -1.424  O2 0.922
7 H 0.295 -2.095 -0.422  O3 0.963
8 H 0.910 0.614 1.438  O4 0.966
9 H -1.918 0.975 0.923  S5 1.427

Atom charges from the Mulliken analysis, given in e for atoms 1 to 6: 0.615 -0.520 -0.495 -0.525 -0.237 0.354

=====

The winner here is (Q), beating the second structure by 380.9 kJ/mol.